(1)
ORCA calculation (ωB97M-V/def2-TZVPD) on 2 unconnected molecules or ions with the total composition C4H9F3N3O at a distorted geometry.

Its LUMO energy is -6.0 eV. The value obtained for the highest occupied orbital energy is -15.23 eV. As for the max |F|: 0.0838 hartree/bohr.

```
! RIJCOSX wB97M-V def2-TZVPD def2/J DEFGRID3
* xyz 1 1
C -1.54211 -1.14942 -0.92805
C -2.32088 -1.10349 -2.28136
C 2.10028 0.92700 2.45637
C 1.03764 1.78354 0.48842
N -1.86977 -1.47485 0.20224
N 0.83148 -1.19596 -0.25612
N -0.04632 -1.02450 -1.04433
O 1.03569 0.89230 1.47926
F -0.18595 1.65980 -0.16890
F 1.17976 3.00745 0.80650
F 1.95426 1.46062 -0.43372
H -1.90964 -0.28771 -2.84160
H -3.40901 -0.67987 -2.06413
H -2.34980 -1.97734 -2.86845
H 2.18461 2.03067 2.88758
H 1.92244 0.18847 3.26916
H 3.15639 0.67985 2.08360
H -2.78447 -1.70946 0.45720
H 0.69526 -1.42161 0.74874
H 0.32013 -0.60548 -1.99243
*
```

(2)
ORCA calculation (ωB97M-V/def2-TZVPD) on a molecular structure, C25H45LaNOP2 at a distorted geometry.

Its LUMO energy is -2.7 eV. The value obtained for the highest occupied orbital energy is -10.30 eV. Its energy above the lowest of the compared OMol25 structures with the same formula, charge and spin is 0.0 kJ/mol. As for the max |F|: 0.1243 hartree/bohr.

```
! RIJCOSX wB97M-V def2-TZVPD def2/J DEFGRID3
* xyz 1 1
La 0.17182 0.04459 0.37129
C -1.81588 1.58693 0.97255
C -2.17775 0.64272 -0.07491
C -2.08572 -0.52561 1.93353
C -1.84008 0.86349 2.20523
C -2.34069 -0.67243 0.53076
C -1.74015 3.08423 0.83001
H -1.39560 3.42758 -0.16163
H -1.11760 3.60513 1.57363
H -2.76691 3.45767 0.95034
C -1.81764 1.54079 3.54179
H -1.47794 2.59245 3.54111
H -1.11324 1.16203 4.23837
H -2.74983 1.30389 4.08205
C -2.18261 -1.65749 2.92613
H -3.24111 -1.76902 3.18888
H -1.67175 -1.46855 3.87716
H -1.80797 -2.65077 2.60327
C -3.10284 -1.85976 0.00248
H -4.15141 -1.62427 0.23530
H -2.85668 -2.79218 0.52876
H -3.02191 -2.04830 -1.07771
C -2.91517 1.16256 -1.25807
H -3.84284 1.58435 -0.83523
H -3.15750 0.37276 -1.97742
H -2.38458 1.97210 -1.78051
C 1.59254 0.41661 -2.54772
C 0.54126 1.31982 -2.70345
C -0.03246 1.61161 -4.06502
C -0.91994 0.45573 -4.64307
C -1.00331 -0.80884 -3.79071
C 0.03496 -1.65270 -3.69630
C 1.36328 -1.37799 -4.38937
C 2.23143 -0.25272 -3.73787
H 0.76299 1.84178 -4.79751
H -0.48129 0.17800 -5.61629
H -0.64557 2.52655 -3.98689
H 2.49817 0.47843 -4.52209
H 1.97074 0.08830 -1.59069
H 0.03275 1.79954 -1.88302
H 3.17897 -0.70172 -3.39582
H 1.93435 -2.32014 -4.43030
H -0.05920 -2.62404 -3.21636
H 1.16634 -1.08306 -5.43464
H -1.93570 0.83141 -4.85695
H -1.97256 -1.04368 -3.35980
P 1.86566 1.92088 1.52448
C 1.40031 2.65500 3.08879
H 2.30405 3.23643 3.25190
H 1.26122 1.92006 3.87799
H 0.51385 3.27280 2.96947
C 3.51402 1.22990 1.70180
H 4.00911 2.10592 2.11992
H 3.92148 0.94262 0.72940
H 3.51320 0.38498 2.39534
C 1.98869 3.34744 0.42601
H 2.45203 3.05569 -0.51809
H 2.63483 3.96203 1.05114
H 1.00874 3.80425 0.26515
P 1.06153 -2.56045 0.61513
C -0.23731 -3.72350 0.18225
H 0.41225 -4.51110 -0.19427
H -0.97708 -3.39123 -0.54985
H -0.71554 -4.00995 1.12108
C 2.69820 -2.66326 -0.13090
H 2.58963 -2.78760 -1.20895
H 3.05475 -3.55609 0.38395
H 3.32867 -1.80018 0.12069
C 1.41761 -3.22467 2.25768
H 1.61175 -4.24189 1.90963
H 0.54059 -3.14554 2.90152
H 2.29953 -2.72499 2.65941
O 0.15106 -0.16266 5.45661
C 0.23515 -0.13061 4.20879
N 0.48786 -0.22208 3.08070
*
```